[1]
A structure of composition C28H43Cl2N4O2P2Pb at a distorted geometry, computed with wB97M-V/def2-TZVPD.

The geometry in XYZ format:
```
82
Properties=species:S:1:pos:R:3:forces:R:3:mulliken_charge:R:1
C -3.852 -0.503 5.384 -0.23 0.08 0.28 -0.869
H -2.254 -1.641 4.789 -0.01 0.00 -0.01 0.349
C 0.521 -0.818 -4.511 -0.11 0.08 0.24 -1.679
C -2.424 1.381 3.306 -0.04 -0.12 -0.03 0.885
C -0.098 -3.018 -2.710 0.05 0.17 0.05 1.761
H 0.544 -4.846 -3.642 -0.04 0.00 -0.01 0.533
N 2.815 -1.631 -2.563 -0.12 -0.04 -0.02 0.224
H -0.240 3.104 -1.772 0.00 0.00 -0.03 0.483
H 3.187 3.911 1.108 -0.08 0.05 -0.01 0.524
H -4.128 4.259 3.915 -0.01 0.00 -0.01 0.395
H -1.857 -4.265 -2.953 0.03 -0.02 -0.02 0.486
C 5.759 0.011 -1.103 0.07 -0.01 0.02 -0.376
H -5.323 1.092 -2.213 0.01 0.00 -0.01 0.380
C 2.923 3.165 0.354 -0.09 0.05 -0.01 -1.792
C 0.262 -3.556 -1.325 0.02 0.14 0.00 -1.581
C 0.541 3.634 0.911 -0.11 -0.10 -0.09 -2.081
H -0.457 3.222 1.074 0.07 0.09 0.03 0.440
H 0.611 0.257 -4.669 0.02 -0.01 -0.04 0.407
H -3.978 -0.633 2.646 -0.01 0.08 0.12 0.407
C -3.625 3.481 3.357 -0.01 -0.05 0.03 -0.886
H -2.700 2.697 0.212 -0.05 0.00 -0.02 0.347
N 3.421 0.501 -0.909 -0.16 0.18 0.27 -0.046
Cl -4.476 -0.554 -0.780 -0.24 -0.05 -0.06 -0.052
C 4.409 -0.280 -1.396 -0.02 -0.31 -0.23 0.147
C -3.460 -1.436 3.166 -0.12 -0.14 -0.42 -0.683
H 0.195 1.726 -2.795 -0.02 0.03 -0.02 0.112
C 4.098 -1.393 -2.212 0.03 0.26 0.20 0.148
C 1.590 2.530 0.749 0.06 -0.25 -0.07 2.134
H -1.469 0.584 5.059 -0.10 -0.13 0.07 0.597
P 0.857 1.325 -0.510 0.58 0.79 -0.32 0.559
C -4.538 0.352 -2.304 -0.13 0.06 0.06 -0.518
H -4.169 -2.213 3.440 0.04 0.02 0.11 0.417
Pb -1.314 -0.162 0.363 0.00 -0.49 0.15 0.639
H -1.908 -2.778 -3.907 -0.04 -0.03 0.00 0.351
H 2.423 0.917 1.938 0.03 -0.05 0.07 0.315
H -0.337 -3.076 -0.549 0.01 0.02 0.08 0.101
H -4.742 -0.347 -3.107 0.07 -0.01 0.01 0.387
C -3.497 3.562 1.980 -0.03 0.11 -0.02 -0.636
C 0.695 -3.772 -3.777 -0.08 0.07 0.06 -1.768
C -2.254 1.452 1.911 0.15 -0.04 0.27 0.139
H 1.449 -1.307 -4.798 0.00 -0.02 -0.06 0.401
N 0.688 -1.941 2.005 -0.03 -0.14 -0.12 -0.172
H -3.380 -0.197 6.315 0.09 0.00 -0.06 0.344
H 2.123 2.410 2.845 -0.01 0.05 -0.03 0.531
P 0.150 -1.135 -2.728 -0.07 -0.32 -0.11 0.822
H 5.982 0.885 -0.505 0.01 -0.02 0.03 0.482
H 1.315 -3.399 -1.094 0.01 -0.02 0.03 0.333
C 2.182 0.232 -1.215 0.11 -0.23 0.04 -0.236
C 1.738 1.754 2.061 -0.03 -0.05 -0.16 -1.703
H -1.033 -0.217 3.544 0.07 -0.18 0.01 0.026
C -2.810 2.576 1.289 -0.02 -0.28 -0.22 -0.416
H -4.516 -1.343 5.576 0.07 -0.06 -0.06 0.322
C 6.427 -1.941 -2.363 -0.12 -0.11 -0.08 -0.514
H 7.227 -2.579 -2.715 0.00 0.00 -0.01 0.408
H -4.430 0.325 4.983 0.02 -0.01 -0.08 0.448
C 0.539 2.373 -1.988 -0.16 -0.13 0.16 -1.054
C 1.867 -0.859 -2.096 0.04 -0.04 -0.08 -0.550
H 3.712 2.428 0.303 0.09 -0.01 0.00 0.362
N -2.823 -0.891 4.392 0.02 0.00 -0.03 0.182
H 1.756 -3.561 -3.687 0.09 -0.03 -0.05 0.211
C -3.082 2.390 4.013 0.04 0.06 -0.01 -0.379
H -2.692 -1.855 2.522 0.05 0.00 0.09 0.101
O 1.082 -1.227 1.090 0.29 0.35 -0.30 -0.135
H -2.180 -2.718 -2.156 -0.05 0.00 -0.02 0.203
H -0.301 -1.183 -5.127 0.00 0.01 0.00 0.416
H 1.447 2.887 -2.305 0.02 0.00 0.04 0.282
H 7.779 -0.592 -1.362 0.00 0.01 0.01 0.409
C -1.845 0.237 4.096 0.20 0.40 -0.16 -1.444
H 0.767 1.365 2.382 0.03 -0.01 0.08 0.236
H -3.916 4.408 1.450 0.03 0.00 -0.02 0.462
C 6.742 -0.808 -1.581 0.02 0.16 0.11 -0.616
C 5.131 -2.232 -2.681 0.17 -0.04 -0.03 -0.577
H -3.145 2.343 5.096 0.01 -0.02 0.01 0.505
H 4.873 -3.086 -3.294 -0.04 0.01 0.00 0.477
H 0.063 -4.629 -1.279 -0.04 -0.01 -0.04 0.545
H 0.792 4.246 1.779 0.05 -0.02 0.02 0.542
H 0.363 -3.515 -4.784 0.03 -0.01 -0.02 0.347
H 0.514 4.289 0.040 -0.01 0.02 0.02 0.328
O -0.543 -1.831 2.224 -0.55 0.09 0.40 -0.377
C -1.603 -3.203 -2.947 0.05 0.11 0.01 -1.574
Cl -3.019 1.189 -2.640 0.07 0.03 0.00 -0.028
H 2.857 3.672 -0.610 0.04 0.02 0.01 0.348
```
Positions in Å, forces in eV/Å.

* largest force on an atom: 1.0 eV Å⁻¹
* lowest unoccupied orbital energy: -2.42 eV
* energy above the lowest of the compared OMol25 structures with the same formula, charge and spin: 0.1442 eV
* total charge: +1
* E_HOMO: -10.20 eV
* calculated total energy: -3257.89751 a.u.
* gap between HOMO and LUMO: 7.78 eV

[2]
A structure of composition C19H15AsBF4N3O8OsS, computed with wB97M-V/def2-TZVPD.

The geometry in XYZ format:
```
53
Properties=species:S:1:pos:R:3:forces:R:3:mulliken_charge:R:1
C 4.935 1.165 -2.901 0.02 -0.02 -0.01 -0.320
H -0.802 -2.090 4.059 -0.01 0.00 -0.01 0.511
C 0.180 1.947 2.546 -0.06 -0.18 0.14 -0.549
H 4.533 3.259 -2.594 -0.01 0.00 0.00 0.402
C -2.804 -0.177 -1.406 -0.01 -0.03 0.00 0.559
H -0.789 2.742 5.009 -0.02 -0.01 0.00 0.411
H 5.077 -0.978 -3.032 0.00 0.01 0.00 0.457
H -5.165 -1.852 -3.146 0.01 0.00 -0.01 0.407
C -2.273 -0.196 -3.746 0.01 -0.01 0.01 -0.815
O -1.507 -0.880 0.729 0.08 0.07 0.00 -0.633
H -1.667 1.182 6.707 0.00 0.00 -0.01 0.428
H -1.603 0.077 -4.552 0.01 0.00 0.00 0.552
O -0.516 2.741 -1.708 0.00 -0.01 -0.08 -0.626
C -3.956 -0.906 -1.657 0.04 -0.01 0.01 -0.719
H -4.601 -1.174 -0.834 0.00 0.00 0.00 0.510
H 2.501 -1.848 -0.916 -0.02 0.02 0.02 0.244
H -3.661 -1.222 -5.013 -0.01 0.00 0.01 0.411
C -1.948 0.190 -2.454 -0.02 0.04 0.01 -0.153
H 5.764 1.336 -3.577 0.00 0.00 0.00 0.392
Os 0.188 -0.774 1.580 -0.62 0.09 -0.18 1.945
B 0.282 -3.947 0.681 -0.02 -0.02 -0.06 0.146
C -1.311 -0.588 5.510 0.01 0.04 -0.01 -0.826
H 0.363 3.009 2.563 -0.02 -0.01 0.01 0.440
H 2.652 2.825 -1.058 0.00 0.00 0.00 0.418
O 3.190 -1.691 -1.576 0.00 0.00 0.03 -0.622
S -2.530 0.251 0.288 0.01 -0.09 -0.03 1.497
F 1.322 -3.376 -0.015 -0.07 0.00 0.06 -0.219
O -3.723 0.020 1.032 0.03 0.06 -0.02 -0.696
C 3.494 -0.387 -1.746 -0.07 0.00 -0.07 0.476
C 2.816 0.697 -1.172 0.01 0.07 0.13 -0.020
As -0.285 1.161 -2.382 -0.05 0.10 0.08 0.897
C 4.564 -0.129 -2.601 0.02 0.01 -0.01 -0.497
C -1.297 0.809 5.762 0.00 -0.05 0.01 0.011
N 0.582 1.200 1.494 0.18 0.08 -0.13 0.555
C -4.266 -1.280 -2.958 0.01 0.00 -0.02 -0.633
F -0.871 -4.048 -0.029 0.00 0.04 0.02 -0.320
C -0.820 1.676 4.832 0.03 0.04 -0.05 -1.269
F 0.619 -5.020 1.431 -0.01 0.03 0.03 -0.291
C 4.252 2.244 -2.352 0.00 0.02 0.00 -0.945
C 1.602 0.516 -0.320 -0.04 -0.16 0.06 1.510
C -0.828 -1.043 4.329 0.09 -0.02 0.10 -0.105
O -1.900 1.541 0.355 -0.03 -0.03 0.04 -0.705
O 0.493 1.203 -3.787 0.02 -0.02 0.02 -0.666
C -0.352 1.185 3.586 0.07 0.16 -0.21 0.924
N -0.368 -0.178 3.371 0.24 -0.11 -0.06 -0.050
H -1.032 2.665 -0.887 0.03 -0.02 0.00 0.515
F -0.059 -2.811 1.802 0.06 -0.12 0.00 -0.481
O 0.432 0.220 -1.071 0.10 -0.16 -0.06 0.029
O 1.694 -0.684 0.515 0.14 0.30 0.04 -0.793
N 1.331 1.632 0.566 -0.16 -0.08 0.13 -1.265
C 3.200 2.001 -1.493 0.05 -0.01 0.06 -0.224
C -3.428 -0.928 -3.999 -0.02 -0.01 0.01 -0.618
H -1.705 -1.286 6.233 0.02 0.00 0.00 0.411
```
Positions in Å, forces in eV/Å.

* largest force on an atom: 0.7 eV Å⁻¹
* lowest unoccupied orbital energy (spin up / spin down): -2.51 / -2.51 eV
* energy above the lowest of the compared OMol25 structures with the same formula, charge and spin: 2.1198 eV
* E_HOMO (spin up / spin down): -8.49 / -8.49 eV
* calculated total energy: -4648.34464 a.u.
* gap between HOMO and LUMO (spin up / spin down): 5.98 / 5.98 eV

[3]
A structure of composition C29H27N9O3S2Sc at a distorted geometry, computed with wB97M-V/def2-TZVPD.

The geometry in XYZ format:
```
71
Properties=species:S:1:pos:R:3:forces:R:3:mulliken_charge:R:1
C 4.519 -0.789 -3.967 -0.09 -0.06 0.01 -1.038
C 0.040 0.106 -3.296 0.14 -0.44 -0.49 0.026
C -1.975 -2.720 0.250 -0.24 -0.31 -0.20 -0.565
H -0.612 5.635 1.803 0.04 -0.05 -0.06 0.195
N -1.916 -1.416 0.616 -0.67 0.87 -0.02 0.977
S -1.181 2.947 -0.943 -0.33 0.26 0.42 -0.666
C 0.454 0.729 -4.442 -0.08 -0.03 0.12 -1.029
H -3.703 -3.984 -0.358 -0.08 -0.21 -0.09 0.434
C -4.573 2.220 1.427 0.34 0.42 0.23 -0.935
H -5.409 2.866 1.596 -0.14 0.14 0.00 0.449
C 2.170 -0.568 -1.055 -0.38 1.16 0.07 -0.410
H 4.332 1.791 -3.262 0.07 0.10 -0.06 0.424
C -3.231 2.416 1.581 -0.33 0.15 0.06 -0.578
N -2.558 1.279 1.250 -0.48 -0.98 -0.13 1.252
C -3.482 0.393 0.900 -0.13 0.71 0.28 0.045
C 0.288 -3.950 3.772 0.02 0.03 -0.06 -0.821
H 0.089 -4.684 4.536 -0.02 -0.09 0.09 0.432
C 1.384 -3.293 1.755 -0.13 0.36 -0.01 -0.548
C -3.264 -3.058 -0.054 0.35 -0.29 0.09 -1.134
C 4.499 -2.137 -4.228 0.14 0.12 -0.07 -0.579
C 3.736 -0.252 -2.931 -0.11 -0.49 0.15 1.095
C -0.036 3.980 2.857 -0.18 0.01 -0.15 0.775
C 0.312 2.116 -4.544 -0.06 -0.10 0.13 -0.229
H -1.065 -0.280 4.914 0.00 -0.03 -0.13 0.417
H 0.869 0.145 -5.245 0.04 -0.11 -0.04 0.488
C -3.153 -0.954 0.539 0.17 -0.78 -0.01 0.079
N -4.010 -1.934 0.144 0.03 0.48 0.03 -0.084
H 5.129 -0.122 -4.561 0.05 0.03 -0.03 0.437
H -2.715 3.302 1.897 0.03 0.10 0.03 0.322
O -0.872 0.136 -1.196 -0.07 -0.58 -0.57 -0.380
S 0.250 2.327 2.868 0.13 -0.40 0.07 -0.304
C 3.698 -2.987 -3.463 -0.16 0.07 0.02 -0.790
C -0.589 2.157 -2.309 -0.04 0.13 0.19 0.770
O 1.302 1.380 -0.004 1.11 0.28 -0.47 -0.263
H -0.980 -2.524 4.698 -0.03 0.11 0.01 0.451
H 0.092 -0.961 -3.140 0.01 0.00 0.02 0.489
C -0.093 -1.741 2.894 0.47 -0.39 -0.54 0.838
N -4.723 0.933 1.001 0.23 -0.38 -0.21 -0.109
C 1.139 -4.247 2.721 -0.16 -0.04 0.11 -0.824
H -2.435 -0.884 3.928 0.15 -0.03 -0.07 0.427
C -0.214 2.815 -3.489 0.09 -0.22 -0.23 -0.899
C 2.914 1.681 -1.701 0.08 0.16 0.04 -0.846
H -0.471 4.175 0.872 0.14 0.00 -0.01 -0.074
H -5.003 -1.859 -0.015 0.15 0.00 0.02 0.176
C 3.714 1.144 -2.657 -0.33 0.24 0.21 -0.807
H 3.663 -4.041 -3.696 0.03 -0.08 0.03 0.426
H -5.604 0.499 0.776 0.13 0.01 0.04 0.184
N -0.472 0.799 -2.270 0.11 0.81 -0.61 0.013
C -0.321 -2.707 3.863 -0.13 0.16 0.04 -0.830
C -1.571 -0.210 3.947 -0.33 0.33 0.23 -1.263
H -1.908 0.814 3.800 0.07 -0.11 0.01 0.215
N 0.079 4.662 4.006 0.04 0.25 -0.07 -0.425
H 2.873 2.748 -1.536 0.02 0.06 0.04 0.523
H -1.101 -3.340 0.239 0.16 -0.14 -0.04 0.452
H 0.432 4.171 4.809 0.01 0.00 0.01 0.232
H 2.301 -3.133 -1.851 -0.04 -0.10 0.05 0.407
C 2.075 0.861 -0.882 0.35 -0.71 -0.21 1.184
H 0.616 2.624 -5.444 0.03 0.10 -0.12 0.424
H 2.055 -3.499 0.937 0.03 0.01 -0.06 0.454
O -0.674 -0.492 2.883 0.43 -0.22 -0.10 0.426
C 2.948 -1.116 -2.138 0.30 0.00 -0.27 0.760
H 1.590 -5.224 2.649 0.12 -0.05 0.01 0.425
N -0.430 4.644 1.770 -0.01 0.24 0.09 -0.276
H 0.081 5.668 4.018 0.01 -0.02 0.05 0.198
Sc -0.372 0.614 0.665 -1.61 0.69 1.36 -0.477
C 2.930 -2.484 -2.439 0.02 -0.04 0.03 -0.738
H -0.355 3.883 -3.525 0.04 0.08 0.03 0.489
C 0.764 -2.040 1.810 -0.14 -0.80 0.80 0.177
H 5.105 -2.544 -5.022 0.06 -0.03 -0.11 0.421
N 0.943 -1.064 0.833 0.74 0.14 -0.98 1.118
N 1.689 -1.423 -0.158 -0.16 -0.51 0.99 -0.607
```
Positions in Å, forces in eV/Å.

* largest force on an atom: 2.2 eV Å⁻¹
* lowest unoccupied orbital energy: -3.07 eV
* energy above the lowest of the compared OMol25 structures with the same formula, charge and spin: 0.5041 eV
* total charge: +1
* E_HOMO: -9.66 eV
* calculated total energy: -3396.93810 a.u.
* gap between HOMO and LUMO: 6.59 eV